Record 1
66
Properties=species:S:1:pos:R:3 method="wB97M-V/def2-TZVPD" total_energy_ev=-45131.8530 orbital_gap_ev=7.23 charge=+2 e_homo_ev=-13.438 e_above_lowest_kcal_mol=0.0
W -0.0512 -0.2516 -0.5004
N -1.8339 -1.4276 1.7732
P -0.8903 0.0173 1.7117
C -0.1158 0.0612 3.3204
C 1.1971 -0.3871 3.4604
C 1.7904 -0.4116 4.7108
C 1.0729 0.0144 5.8221
C -0.2333 0.4645 5.6869
C -0.8326 0.4901 4.4369
C -2.0540 1.3915 1.5952
C -1.6553 2.6670 1.9505
C -2.4273 3.7576 1.6094
C -3.6122 3.5822 0.9038
C -4.0349 2.3053 0.5690
C -3.2528 1.2069 0.9083
C -2.2634 -2.0096 0.6089
C -3.2368 -3.0181 0.6021
C -3.6654 -3.5225 -0.5993
C -3.1341 -3.0330 -1.8013
C -2.1739 -2.0691 -1.7311
N -1.7209 -1.5588 -0.5517
H -2.2726 -1.7307 2.6321
H 1.7564 -0.7115 2.5899
H 2.8097 -0.7553 4.8215
H 1.5376 0.0008 6.7988
H -0.7860 0.8010 6.5533
H -1.8471 0.8561 4.3347
H -0.7355 2.8174 2.5037
H -2.1125 4.7516 1.8982
H -4.2115 4.4415 0.6347
H -4.9701 2.1553 0.0466
H -3.5993 0.2178 0.6368
H -3.6456 -3.3703 1.5389
H -4.4235 -4.2945 -0.6164
H -3.4687 -3.4010 -2.7592
H -1.7187 -1.6458 -2.6174
C 0.4669 3.6238 -2.1287
C 0.7267 2.1276 -1.9828
C 0.8710 1.4876 -3.3716
C 2.0085 1.8742 -1.1634
C -0.3768 1.4360 -1.2104
H 1.3189 4.1119 -2.6054
H 0.3047 4.0915 -1.1565
H -0.4132 3.8017 -2.7474
H 1.6821 1.9723 -3.9185
H -0.0441 1.5918 -3.9542
H 1.1036 0.4203 -3.2855
H 2.9170 1.9267 -1.7678
H 2.0238 0.8920 -0.6435
H 2.1118 2.5974 -0.3534
H -1.3620 1.9014 -1.0972
C 4.3677 -2.5525 -2.8355
N 2.9581 -2.2875 -2.5157
C 1.9749 -2.7216 -3.5164
C 2.5787 -1.7251 -1.4038
C 3.5480 -1.3449 -0.3330
O 1.3127 -1.5319 -1.2241
H 4.5181 -2.3580 -3.8945
H 4.6035 -3.5959 -2.6282
H 5.0275 -1.9072 -2.2675
H 2.4259 -3.5109 -4.1099
H 1.7112 -1.8863 -4.1654
H 1.0865 -3.1051 -3.0240
H 4.2075 -2.1756 -0.0852
H 2.9875 -1.0525 0.5515
H 4.1683 -0.5033 -0.6440

=====

Record 2
68
Properties=species:S:1:pos:R:3 method="wB97M-V/def2-TZVPD" total_energy_ev=-87897.2402 spin_multiplicity=3 orbital_gap_ev="6.77 / 7.55" charge=+1 e_homo_ev="-11.270 / -12.013"
Ni 0.1937 0.4547 -0.3996
O 3.7015 0.4210 1.4912
C 2.7934 0.5049 0.6932
O 1.5716 0.8365 0.9425
C 3.0480 0.1416 -0.7603
C 4.3306 -0.0512 -1.2419
C 4.4961 -0.3803 -2.5757
C 3.3716 -0.5291 -3.3762
C 2.1255 -0.3337 -2.8127
N 1.9631 0.0055 -1.5304
H 5.1576 0.0616 -0.5563
H 5.4854 -0.5253 -2.9882
H 3.4526 -0.7970 -4.4196
H 1.2265 -0.4573 -3.4038
C -1.8115 1.6982 -5.4764
C -2.4935 0.5164 -5.1962
C -2.2462 -0.1716 -4.0236
C -1.3109 0.3415 -3.1318
C -0.6260 1.5170 -3.4022
C -0.8763 2.1984 -4.5836
N -0.9884 -0.3024 -1.8925
N -1.4328 -1.4605 -1.7502
C -1.0152 -2.0943 -0.5372
C -1.4409 -3.3849 -0.3021
C -1.0027 -4.0016 0.8660
C -0.1675 -3.3074 1.7244
C 0.2064 -2.0059 1.4043
N -0.2194 -1.4167 0.2936
H -2.0135 2.2293 -6.3966
H -3.2221 0.1340 -5.8968
H -2.7716 -1.0864 -3.7904
H 0.1066 1.8949 -2.6981
H -0.3444 3.1140 -4.8023
H -2.0843 -3.8775 -1.0153
H -1.3066 -5.0139 1.0931
H 0.1994 -3.7581 2.6345
H 0.8624 -1.4150 2.0320
C -1.1569 3.9107 -0.5867
C -1.7439 3.4214 0.7371
C -3.1508 3.9882 0.9509
P -1.5256 1.5940 0.9689
C -1.1858 1.4453 2.7860
C 0.0736 2.2368 3.1794
C -2.3167 1.8791 3.7224
C -3.1020 0.6960 0.5596
C -3.7160 1.2724 -0.7248
C -4.1973 0.4977 1.6058
H -1.1872 5.0009 -0.6268
H -1.7255 3.5373 -1.4393
H -0.1132 3.6078 -0.7010
H -1.1027 3.8149 1.5294
H -3.7369 3.9297 0.0344
H -3.0818 5.0424 1.2219
H -3.7041 3.4824 1.7410
H -0.9855 0.3784 2.9363
H -0.1822 3.2821 3.3600
H 0.8742 2.1753 2.4519
H 0.4540 1.8390 4.1206
H -2.5971 2.9177 3.5379
H -1.9460 1.8309 4.7478
H -3.2108 1.2643 3.6667
H -2.7243 -0.3059 0.3273
H -4.4410 2.0470 -0.4799
H -4.2465 0.4893 -1.2691
H -2.9865 1.7093 -1.4046
H -4.5790 1.4408 1.9959
H -3.8671 -0.1172 2.4409
H -5.0326 -0.0215 1.1316

=====

Record 3
75
Properties=species:S:1:pos:R:3 method="wB97M-V/def2-TZVPD" total_energy_ev=-91114.2839 orbital_gap_ev=7.93 charge=+1 e_homo_ev=-11.106 e_above_lowest_kcal_mol=5.4
Sc -0.6330 1.7340 0.2738
O -3.2473 5.5357 0.7949
C -2.3630 4.5719 0.6181
O -2.6272 3.3953 0.5618
C -0.9526 5.0381 0.4873
C -0.4934 6.3168 0.6969
C 0.8743 6.5448 0.5500
C 1.7075 5.5040 0.1801
C 1.1440 4.2597 -0.0227
N -0.1525 4.0378 0.1435
C 1.9002 3.0323 -0.4655
O 3.0944 3.0603 -0.6436
O 1.0956 2.0168 -0.6337
H -4.1255 5.1449 0.8823
H -1.1808 7.1061 0.9699
H 1.2794 7.5354 0.7181
H 2.7747 5.6306 0.0442
C 2.2960 -1.2636 3.8752
N 1.9771 0.0693 3.3851
C 0.7471 0.5457 3.2541
N -0.2657 -0.1893 3.6750
S 0.5307 2.1474 2.6339
H 3.3758 -1.3627 3.9359
H 1.9107 -2.0303 3.1982
H 1.8900 -1.4209 4.8769
H 2.7040 0.6618 3.0360
H -0.1295 -1.1359 3.9858
H -1.2178 0.1421 3.5811
C -1.4257 -3.7943 -2.1074
C -0.2960 -3.5165 -3.1034
C -0.4954 -2.2317 -3.9067
C -0.4165 -0.9510 -3.0775
N 0.9490 -0.7040 -2.5957
C 1.4093 -0.6872 -1.3408
S 0.3770 -0.8714 0.0313
N 2.7340 -0.5682 -1.2213
C 3.5115 -0.4116 0.0125
C 4.8437 -1.1586 -0.0684
C 4.7753 -2.6592 0.2392
C 3.8618 -3.4863 -0.6702
H -1.3165 -4.7865 -1.6631
H -2.4008 -3.7600 -2.6075
H -1.4329 -3.0696 -1.2898
H -0.2289 -4.3505 -3.8049
H 0.6651 -3.4771 -2.5781
H -1.4765 -2.2609 -4.3916
H 0.2479 -2.1732 -4.7110
H -1.0705 -0.9952 -2.2207
H -0.7208 -0.0955 -3.6797
H 1.6351 -0.5752 -3.3229
H 3.2482 -0.3586 -2.0630
H 2.9048 -0.8025 0.8211
H 3.6751 0.6529 0.1775
H 5.5301 -0.6864 0.6388
H 5.2850 -1.0033 -1.0625
H 4.4516 -2.7879 1.2783
H 5.7893 -3.0605 0.1836
H 2.8084 -3.2243 -0.5357
H 3.9656 -4.5518 -0.4507
H 4.1184 -3.3390 -1.7250
O -2.0970 0.9976 -1.0215
C -2.7319 0.4768 -0.0617
N -2.2642 0.6266 1.1865
C -3.1574 -0.0185 2.0464
O -3.0274 -0.1105 3.2442
C -4.2676 -0.6066 1.2133
C -5.3564 -1.3682 1.5609
C -6.1738 -1.8263 0.5230
C -5.8872 -1.5302 -0.8055
C -4.7744 -0.7591 -1.1444
C -3.9867 -0.3107 -0.1070
H -5.5729 -1.5962 2.5981
H -7.0435 -2.4298 0.7560
H -6.5367 -1.9062 -1.5883
H -4.5417 -0.5217 -2.1776

=====

Record 4
62
Properties=species:S:1:pos:R:3 method="wB97M-V/def2-TZVPD" total_energy_ev=-31120.0622 spin_multiplicity=4 orbital_gap_ev="7.19 / 6.49" charge=+1 e_homo_ev="-10.491 / -10.576"
C 1.2311 -2.2448 1.0043
C 1.6821 -1.4588 -0.1058
C 0.7348 -1.6137 -1.1778
C -0.2995 -2.5049 -0.7297
C 0.0037 -2.8880 0.6234
Re -0.2601 -0.8352 0.5061
C -3.2568 1.2223 -0.7190
C -2.5170 0.8198 0.3647
H -2.1039 1.5051 1.1556
C -2.3266 -0.6478 0.7055
H -2.8982 -1.2292 -0.0213
H -2.5877 -0.8940 1.7457
C -3.2266 2.7563 -0.9470
H -2.6025 3.3766 -0.2900
H -2.9687 3.1103 -1.9551
H -4.2771 3.1221 -0.7671
C -2.7787 0.5072 -2.0434
H -1.7824 -0.0321 -2.0616
H -3.5178 -0.3006 -2.2882
H -2.7047 1.1534 -2.9280
C 2.9469 -0.6690 -0.1582
H 3.0885 -0.0944 0.7626
H 3.8238 -1.3266 -0.2720
H 2.9270 0.0435 -0.9851
C 0.9260 -1.0829 -2.5621
H 1.3116 -0.0610 -2.5280
H 1.6518 -1.6955 -3.1253
H -0.0143 -1.0814 -3.1238
C -1.4013 -3.0910 -1.5558
H -1.5412 -2.5256 -2.4828
H -1.1787 -4.1350 -1.8239
H -2.3495 -3.0962 -1.0066
C -0.7495 -3.8824 1.4572
H -1.7908 -3.9705 1.1292
H -0.2923 -4.8824 1.3929
H -0.7478 -3.5942 2.5157
C 1.9498 -2.4462 2.3025
H 1.2448 -2.6013 3.1280
H 2.6032 -3.3303 2.2567
H 2.5783 -1.5822 2.5470
C 1.6174 2.4087 -0.9458
C 0.3416 2.6329 -1.7085
C 2.7324 2.8724 -1.6119
C 0.3309 2.6356 -3.0536
H -0.7926 2.5787 -1.6895
C 2.6907 3.1084 -3.0655
H 3.7310 3.1008 -1.1076
C 1.5081 2.9115 -3.7594
H -0.6248 2.4782 -3.4829
H 3.5649 3.4067 -3.7019
H 1.3489 2.9474 -4.8561
C 0.7466 1.5102 4.7857
C 1.5181 1.7367 3.6421
C 1.1494 1.1678 2.4271
N 0.0553 0.3623 2.3271
C -0.6747 0.1094 3.4438
C -0.3712 0.6863 4.6712
H 1.0125 1.9576 5.7398
H 2.4194 2.3432 3.6612
H 1.7052 1.3537 1.5016
H -1.5114 -0.5829 3.3354
H -1.0276 0.4549 5.5081

=====

Record 5
71
Properties=species:S:1:pos:R:3 method="wB97M-V/def2-TZVPD" total_energy_ev=-77614.2579 orbital_gap_ev=8.20 charge=-1 e_homo_ev=-5.637 e_above_lowest_kcal_mol=9.7
Au 1.0784 -1.1483 -0.3166
O 3.1872 -2.9252 2.6150
Cl 3.0080 -1.5814 2.1421
O 3.6057 -0.6401 3.0425
O 1.5421 -1.2889 2.0622
O 3.5478 -1.4331 0.7939
C 3.0899 -1.5487 -3.0098
Si 1.2899 -1.3518 -2.6059
C 0.6132 0.1750 -3.3964
C 0.3577 -2.8371 -3.2571
C 0.1815 -3.1024 -4.6224
C -0.5490 -4.2063 -5.0344
C -1.1102 -5.0614 -4.0862
C -0.9369 -4.8046 -2.7349
C -0.1987 -3.6908 -2.3121
Si 0.0473 -3.2450 -0.5097
C -1.6151 -3.1378 0.2913
C 1.0809 -4.5465 0.3060
H 3.2123 -1.5455 -4.0982
H 3.4768 -2.4856 -2.6050
H 3.6868 -0.7335 -2.5915
H 0.7045 0.0822 -4.4841
H 1.1434 1.0734 -3.0715
H -0.4356 0.2999 -3.1225
H 0.6096 -2.4421 -5.3718
H -0.6894 -4.4006 -6.0910
H -1.6828 -5.9241 -4.4050
H -1.3786 -5.4798 -2.0070
H -2.0137 -4.1544 0.3620
H -2.2932 -2.5204 -0.3004
H -1.5692 -2.7103 1.2967
H 0.5308 -5.4930 0.3474
H 1.3579 -4.2538 1.3217
H 2.0059 -4.6920 -0.2554
C -0.2808 4.0395 -1.0117
C -1.3261 3.3756 -0.1077
C -2.4648 2.8362 -0.9828
C -1.9000 4.4189 0.8556
Si -0.4754 1.9097 0.7586
O -0.1166 0.7907 -0.3339
C -1.6682 1.1682 2.0332
C -1.4845 1.2090 3.4182
C -2.3616 0.5686 4.2888
C -3.4485 -0.1339 3.7899
C -3.6471 -0.2038 2.4162
C -2.7635 0.4339 1.5558
C 1.0173 2.6078 1.6851
C 0.9108 3.5424 2.7253
C 2.0325 4.0514 3.3653
C 3.3006 3.6298 2.9822
C 3.4345 2.7027 1.9608
C 2.3035 2.2067 1.3230
H -0.7404 4.8496 -1.5950
H 0.1463 3.3165 -1.7131
H 0.5425 4.4667 -0.4323
H -2.8408 3.6297 -1.6437
H -3.3071 2.4895 -0.3775
H -2.1267 2.0021 -1.6032
H -2.4484 5.1920 0.2997
H -1.1142 4.9261 1.4197
H -2.5962 3.9717 1.5726
H -0.6285 1.7298 3.8310
H -2.1856 0.6080 5.3576
H -4.1293 -0.6382 4.4655
H -4.4828 -0.7659 2.0154
H -2.9090 0.3376 0.4849
H -0.0677 3.8772 3.0523
H 1.9174 4.7710 4.1680
H 4.1787 4.0144 3.4874
H 4.4127 2.3404 1.6724
H 2.4316 1.4827 0.5242

=====

Record 6
71
Properties=species:S:1:pos:R:3 method="wB97M-V/def2-TZVPD" total_energy_ev=-78417.9518 spin_multiplicity=6 orbital_gap_ev="8.35 / 6.30" e_homo_ev="-7.813 / -8.097" e_above_lowest_kcal_mol=13.1
Fe 1.1699 1.8726 -0.0364
O 1.8804 5.7866 -1.2685
C 1.0868 4.7624 -0.9582
O 1.1353 3.7077 -1.5497
C 0.0846 5.1245 0.1286
O -0.0730 4.1414 1.1134
C 0.8187 4.2329 2.2157
C 2.2582 3.7886 1.9285
O 3.1179 4.0250 2.7526
O 2.4174 3.1574 0.8107
H 2.4794 5.4876 -1.9716
H -0.8770 5.2108 -0.3852
H 0.3450 6.0977 0.5524
H 0.4093 3.5584 2.9694
H 0.8334 5.2431 2.6345
C -6.5239 -3.1319 -0.6487
C -5.6845 -2.2237 -1.5481
C -5.1150 -3.0705 -2.6947
C -6.6123 -1.1482 -2.1299
C -4.5258 -1.5678 -0.7951
C -4.1837 -1.9270 0.5081
C -3.1033 -1.3575 1.1868
C -2.3658 -0.4146 0.5127
O -1.2606 0.2870 0.9125
B -0.8737 1.1040 -0.1906
O -1.8027 0.8945 -1.2230
C -2.6934 -0.0483 -0.7830
C -3.7576 -0.5982 -1.4546
H -7.3535 -3.5451 -1.2250
H -6.9417 -2.5830 0.1970
H -5.9437 -3.9713 -0.2623
H -5.9204 -3.5724 -3.2356
H -4.4324 -3.8306 -2.3108
H -4.5642 -2.4521 -3.4047
H -7.4512 -1.6190 -2.6471
H -6.0984 -0.5100 -2.8486
H -7.0119 -0.5111 -1.3391
H -4.7693 -2.6703 1.0288
H -2.8570 -1.6472 2.1992
H -3.9748 -0.2887 -2.4680
C 4.6621 -3.5795 2.2298
C 4.0084 -2.2268 2.1312
C 3.8638 -1.4244 3.2688
C 3.2182 -0.1875 3.2122
C 3.0326 0.6652 4.4369
C 2.7410 0.2371 1.9968
C 2.9124 -0.5037 0.7891
C 3.5428 -1.7765 0.9139
N 2.4127 0.0739 -0.3122
C 2.6206 -0.3018 -1.7219
C 1.2370 -0.5835 -2.3254
C 3.2250 0.9456 -2.3890
C 3.5447 -1.4759 -2.0570
H 4.9646 -3.7980 3.2527
H 5.5494 -3.6328 1.5977
H 3.9792 -4.3660 1.9056
H 4.2522 -1.7772 4.2175
H 3.7170 0.3676 5.2300
H 2.0150 0.5644 4.8209
H 3.1996 1.7188 4.2057
H 2.2688 1.2074 1.9477
H 3.6344 -2.4331 0.0684
H 0.5882 0.2934 -2.2863
H 0.7400 -1.3988 -1.7972
H 1.3560 -0.8698 -3.3716
H 2.6513 1.8470 -2.1680
H 3.2245 0.8115 -3.4721
H 4.2521 1.1015 -2.0567
H 3.1103 -2.4405 -1.7991
H 4.5299 -1.3778 -1.6018
H 3.6807 -1.4733 -3.1393

=====

Record 7
80
Properties=species:S:1:pos:R:3 method="wB97M-V/def2-TZVPD" total_energy_ev=-148650.5723 spin_multiplicity=4 orbital_gap_ev="4.90 / 4.20" charge=-2 e_homo_ev="-0.825 / -0.214" e_above_lowest_kcal_mol=34.9
Re 1.6350 1.4368 -0.2428
C -0.1510 0.9501 3.3975
C 1.2392 0.6044 2.9921
S 2.0171 1.6643 1.9045
C 1.8554 -0.6029 3.3331
C 0.9131 -1.5033 4.0506
S 3.4043 -1.0314 2.9105
H -0.6176 1.8087 2.8585
H -0.2709 1.1036 4.4840
H -0.8061 0.1022 3.1729
H 0.7148 -1.1196 5.0423
H 1.4067 -2.4870 4.1378
H -0.0235 -1.6396 3.5432
C -4.0318 1.4867 -0.4421
C -3.8683 2.8045 0.3142
C -2.5710 3.5949 -0.0788
C -2.7712 4.9604 0.5331
C -1.5050 5.9098 0.5306
C -2.4959 3.5598 -1.6372
O -3.4012 3.8934 -2.3841
N -1.2746 3.0843 -2.1974
C -0.3629 2.3777 -1.4689
O 0.6179 1.8282 -2.0600
N -0.4085 2.2527 -0.1188
C -1.2846 3.0014 0.6297
O -1.0419 3.3254 1.7798
H -4.7625 0.8213 0.0994
H -3.1211 0.9058 -0.5519
H -4.3950 1.5354 -1.5425
H -3.7618 2.6153 1.4167
H -4.7840 3.4740 0.2213
H -3.0311 4.7566 1.5974
H -3.6358 5.3890 0.0262
H -0.7903 5.5932 1.3391
H -1.7162 6.9623 0.6216
H -0.9583 5.7332 -0.4463
H -1.1259 3.1857 -3.2247
C 1.1152 -4.8720 -1.6299
C 1.2176 -3.3512 -1.8719
C 0.8048 -2.8987 -3.3000
C 2.6126 -2.8654 -1.4073
O 0.3396 -2.7988 -0.7984
P -0.2677 -1.3558 -0.5429
O -0.9835 -0.7433 -1.6808
O 0.8895 -0.3553 -0.0765
O -1.1650 -1.6595 0.7681
C -2.1189 -2.7582 1.0678
C -2.8275 -3.2951 -0.1980
C -1.3503 -3.9245 1.7313
C -3.1632 -2.0638 1.9015
H 1.7140 -5.4206 -2.3436
H 0.0606 -5.2386 -1.8354
H 1.3491 -5.1223 -0.5951
H 1.3614 -3.4902 -3.9887
H 1.0692 -1.8708 -3.3350
H -0.2753 -3.0451 -3.3941
H 3.2927 -3.1779 -2.1717
H 2.7847 -3.3474 -0.4723
H 2.5909 -1.7641 -1.4421
H -2.1657 -4.0113 -0.6849
H -3.0894 -2.4332 -0.8290
H -3.6853 -3.7692 0.2539
H -0.5319 -4.3530 1.1152
H -2.1248 -4.6871 1.8791
H -0.8932 -3.7009 2.6733
H -3.8189 -1.4846 1.2023
H -2.7112 -1.4167 2.6716
H -3.8174 -2.7706 2.3966
I 2.6349 3.9113 -0.8149
Cl 2.2951 0.3433 -3.3308
C 3.6411 0.5254 -2.2423
C 3.5729 0.9190 -0.8868
C 4.8229 1.2228 -0.1988
Cl 4.9984 1.8128 1.3645
C 6.0192 1.0780 -0.8920
Cl 7.4960 1.9244 -0.3889
C 6.0493 0.4183 -2.1314
Cl 7.5412 0.0065 -2.9050
C 4.8679 0.1924 -2.8446
Cl 5.0130 -0.6465 -4.3322

=====

Calculated strongest force on any atom, 0.7, 0.8, 1.1, 6.3, 1.1, 0.8, 5.2 eV Å⁻¹ (same order as the records).